This record from the OMol25 dataset describes a structure of composition C33H39BN4O2P2Pt. The level of theory is ωB97M-V/def2-TZVPD.

```
82
C33H39BN4O2P2Pt ωB97M-V/def2-TZVPD
Pt 0.0889 -2.4268 1.6957
P 1.6479 -1.2334 -1.5914
P -2.1180 -0.3666 -1.7088
O -0.9828 -2.9864 4.8231
O -0.3582 -0.8941 4.0643
N 2.2086 -2.4729 -2.7549
N -2.1833 1.2501 -2.5441
N -3.5681 -0.9027 -2.6470
N 3.0274 -0.0623 -2.1015
C -0.3233 0.2301 6.1921
C 0.1758 3.4732 3.6575
C -1.8183 2.9675 -3.9840
C -5.2287 -1.2041 -4.1968
C 0.0949 1.2564 0.5500
C 2.8055 -3.6673 -2.3172
C -0.6452 0.1536 7.5572
C -0.8491 -1.0968 -2.8659
C -1.1491 -1.0581 8.0621
C -0.8172 2.3426 3.5350
C -4.3244 -0.2877 -3.6611
C -2.5439 2.4415 -1.9084
C -5.0223 -2.4447 -3.5049
C 3.1369 0.8630 -3.1357
C -1.7956 1.5866 -3.8457
C -0.9674 -2.1151 5.8862
C 2.0111 -2.5042 2.2508
C 4.2753 -0.1049 -1.4668
C -2.2869 3.5057 -2.7497
C -0.5236 -0.8811 5.4033
C 0.8868 3.7388 2.3227
C -1.1681 2.1036 1.0052
C -1.5590 2.0466 2.4261
C -1.3078 -2.2021 7.2479
C 2.2048 -2.4926 -4.1561
C 4.4365 1.3649 -3.1825
C 2.7234 -3.7129 -4.5906
C -3.9940 -2.2408 -2.5955
C 3.1117 -4.4462 -3.4268
C 1.7008 2.5355 2.0063
C 5.1630 0.7575 -2.1178
C 1.4544 1.6509 1.0299
C 0.4961 -0.3587 -2.7818
B -0.4999 -2.2324 3.6499
H -1.4221 -1.1316 9.1254
H -4.1592 0.7410 -3.9506
H -1.0504 3.1327 0.6389
H 2.9975 -3.8155 -1.2640
H 0.9180 -0.2946 -3.7993
H -5.9251 -1.0053 -5.0077
H -0.5265 1.0293 8.2173
H -0.8169 -2.1364 -2.4880
H 2.3085 1.0857 -3.7879
H 4.7987 2.0955 -3.8901
H 4.4363 -0.7639 -0.6310
H -1.5511 3.5064 -4.8868
H -1.2007 -1.1607 -3.9099
H -1.7128 -3.1251 7.6803
H 0.3916 0.6857 -2.4264
H 0.9684 3.2547 4.3874
H -0.3110 4.3977 4.0201
H 2.1722 -1.8344 3.1140
H 1.4722 4.6869 2.2913
H 0.0442 1.1450 5.7398
H 0.1005 1.2852 -0.5614
H 6.1980 0.9328 -1.8488
H 1.9166 -1.6307 -4.7337
H -1.5728 0.8092 -4.5662
H -2.4339 4.5500 -2.5044
H 2.3290 1.1180 0.5997
H 3.5938 -5.4137 -3.4116
H -0.1451 0.1911 0.8173
H -3.5184 -2.9322 -1.9171
H -2.9782 2.4271 -0.9203
H 2.8595 -2.4806 1.5075
H -5.5509 -3.3779 -3.6727
H 0.1264 3.8950 1.5678
H 2.8404 -4.0093 -5.6174
H -2.0404 1.7170 0.4538
H 2.6883 2.6284 2.4429
H -1.1051 1.8587 4.4972
H 1.8061 -3.5657 2.5740
H -2.5611 1.6315 2.5897
```

**Charge**: +2
**Highest occupied orbital energy (spin up / spin down)**: -0.4026 / -0.4332 Eh
**Energy relative to the best compared isomer or geometry (same formula, charge and spin)**: 1.627 eV
**2S+1**: 5
**LUMO (spin up / spin down)**: -5.68 / -9.32 eV

Here are the Mulliken charges for atoms 1 to 8, given in e: atom 1 (Pt): 0.95, atom 2 (P): 0.16, atom 3 (P): 0.04, atom 4 (O): -0.55, atom 5 (O): 0.00, atom 6 (N): 0.58, atom 7 (N): 0.51, atom 8 (N): 0.27

---

This record from the OMol25 dataset describes a cluster of 2 separate species, C2H6OS2 in total. The level of theory is ωB97M-V/def2-TZVPD.

```
11
C2H6OS2 ωB97M-V/def2-TZVPD
S -1.5062 1.0074 -0.7735
S -0.8101 -0.9192 -1.1730
O 2.5893 1.7375 0.8284
C -0.8308 -1.5897 0.5012
C 2.0535 1.5343 -0.2231
H 1.5182 0.5954 -0.4583
H -1.8200 -1.5763 0.9502
H -0.1389 -1.0246 1.1269
H -2.6336 0.5809 -0.1848
H -0.4833 -2.6192 0.4537
H 2.0620 2.2735 -1.0476
```

**Highest occupied orbital energy**: -0.3300 Eh
**Energy relative to the best compared isomer or geometry (same formula, charge and spin)**: 0.446 eV
**Structure (SMILES)**: C=O.CSS
**LUMO**: 0.36 eV

Here are the natural (NBO) charges for atoms 1 to 8, given in e: atom 1 (S): -0.14, atom 2 (S): 0.10, atom 3 (O): -0.50, atom 4 (C): -0.75, atom 5 (C): 0.28, atom 6 (H): 0.11, atom 7 (H): 0.22, atom 8 (H): 0.23

---

This record from the OMol25 dataset describes a structure of composition C16H28N5O4Tl. The level of theory is ωB97M-V/def2-TZVPD.

```
54
C16H28N5O4Tl ωB97M-V/def2-TZVPD
Tl 0.6730 1.0245 -2.0402
O 4.4164 -3.7745 1.7054
O -1.0887 -0.9225 -2.2382
O -0.2180 -0.5898 -0.2876
O -1.4941 -2.3059 -0.6198
N -0.9807 2.7493 -0.7287
N 2.7592 0.0786 -0.2189
N -0.9518 -1.3018 -1.0422
N -3.0322 3.0327 -1.7523
N 2.1487 -3.7943 1.6896
C 2.1558 -5.2386 1.9018
C 2.6934 -1.1998 0.1438
C 3.3510 -3.1846 1.5782
C -2.0374 3.4661 -0.9390
C -2.4814 1.5900 -3.7282
C -2.9944 1.6811 -2.2980
C 4.2027 -0.8710 1.9541
C 3.3776 -1.7214 1.2320
C 0.7825 -2.3246 3.1847
C 4.2722 0.4623 1.5913
C 3.5268 0.8900 0.5031
C -3.7625 4.8269 -3.3444
C -2.2521 4.7912 -0.2479
C 0.8783 -3.0812 1.8681
C 2.1738 -5.6325 3.3711
C -4.1175 3.9034 -2.1834
H 4.7824 -1.2629 2.7793
H 3.5589 1.9273 0.1875
H -3.1883 2.0131 -4.4420
H 1.2716 -5.6432 1.4050
H 2.2162 -6.7175 3.4702
H 3.0488 -5.2096 3.8637
H -2.3825 5.6035 -0.9615
H 4.8939 1.1607 2.1335
H 3.0364 -5.6360 1.4012
H 2.0675 -1.8360 -0.4680
H -3.1400 4.7588 0.3844
H 1.5300 -1.5323 3.2372
H -4.0089 1.2774 -2.2406
H -2.9245 5.4776 -3.0929
H -4.4767 4.4902 -1.3369
H -0.2001 -1.8587 3.2663
H 0.9268 -2.9836 4.0409
H 1.2789 -5.2864 3.8892
H -1.3911 5.0200 0.3750
H -0.4043 3.2034 -0.0286
H -1.5354 2.1242 -3.8385
H 0.0954 -3.8375 1.8097
H -2.3189 0.5451 -3.9916
H -4.9453 3.2521 -2.4708
H -3.4860 4.2608 -4.2305
H -4.6135 5.4606 -3.5965
H -2.3774 1.0768 -1.6397
H 0.6854 -2.4014 1.0407
```

**Highest occupied orbital energy**: -0.3260 Eh
**Energy relative to the best compared isomer or geometry (same formula, charge and spin)**: 0.000 eV
**LUMO**: 0.30 eV

Here are the natural (NBO) charges for atoms 1 to 8, given in e: atom 1 (Tl): 0.80, atom 2 (O): -0.63, atom 3 (O): -0.57, atom 4 (O): -0.59, atom 5 (O): -0.43, atom 6 (N): -0.82, atom 7 (N): -0.46, atom 8 (N): 0.71

---

> Which of these has the highest energy relative to the best compared isomer or geometry (same formula, charge and spin)?

C33H39BN4O2P2Pt

---

> Which of these has the highest energy relative to the best compared isomer or geometry (same formula, charge and spin)?

C33H39BN4O2P2Pt

---

> Look up the energy relative to the best compared isomer or geometry (same formula, charge and spin) of the first one.

1.627 eV

---

> What is the formula in the first record?

C33H39BN4O2P2Pt